Formula: C24H29BClF33O5P
Source: OMol25
Level of theory: the ωB97M-V functional and the def2-TZVPD basis

CARTESIAN COORDINATES (ANGSTROEM)
C  3.1647  -1.7478  1.2287
B  4.2706  -1.8525  -0.0040
O  5.6141  -2.4855  0.1282
P  3.7757  -1.0613  -1.6767
Cl  5.5849  -1.8089  -2.5142
C  4.6058  0.5719  -1.0590
C  3.6075  1.5374  -0.1878
C  4.5471  2.3596  0.8831
F  2.8178  2.4924  -1.0120
H  2.0817  -1.7635  0.7837
H  3.3689  -2.5917  2.0305
H  3.4101  -0.7217  1.7847
H  6.2249  -1.6859  0.3066
H  3.4955  -0.4175  -2.9347
H  3.0837  -2.2761  -2.1166
H  2.5174  -0.5608  -1.1085
H  5.5672  0.3947  -0.4147
H  4.9273  1.2007  -2.0168
H  2.8251  0.9286  0.4531
H  3.9674  3.2531  1.3845
H  4.8148  1.6018  1.7604
H  5.5433  2.7003  0.3322
C  0.7988  -5.9850  -0.0887
C  0.8083  -4.4671  -0.3216
C  -0.1799  -3.6687  0.5233
F  -1.4595  -4.0672  0.3556
F  -0.1453  -2.3515  0.1849
F  0.6409  -4.2244  -1.6517
F  2.0712  -4.0197  -0.0278
O  -0.0072  -6.7689  -0.9735
C  -1.3990  -6.8120  -0.6554
C  -2.2756  -6.0589  -1.6658
F  -1.8460  -4.7894  -1.8678
F  -3.5595  -5.9706  -1.2290
F  -1.5648  -6.3780  0.6188
F  -1.7422  -8.1279  -0.6448
H  1.8218  -6.3321  -0.2811
H  0.6190  -6.2422  0.9623
H  0.0652  -3.7405  1.5859
H  -2.2769  -6.5680  -2.6342
C  -3.2292  1.9737  2.0875
C  -3.6916  2.9280  0.9766
C  -4.9917  2.5398  0.2789
F  -4.9450  1.3097  -0.2770
F  -5.2684  3.4039  -0.7347
F  -2.6743  3.0925  0.0854
F  -3.8734  4.1605  1.5506
O  -2.2859  0.9630  1.7191
C  -2.8433  -0.1943  1.0944
C  -2.4816  -0.3142  -0.3927
F  -2.7715  0.8165  -1.0813
F  -3.1771  -1.3202  -0.9855
F  -4.1810  -0.2043  1.3181
F  -2.3476  -1.2638  1.7725
H  -2.6891  2.5899  2.8172
H  -4.0712  1.5584  2.6545
H  -5.8342  2.5701  0.9744
H  -1.4135  -0.5155  -0.5176
C  -7.0814  -1.3040  -0.7634
C  -6.6069  -2.5569  -0.0127
C  -5.9386  -3.6233  -0.8752
F  -6.7297  -4.0625  -1.8781
F  -5.6285  -4.7180  -0.1295
F  -7.6521  -3.0681  0.6960
F  -5.6976  -2.1457  0.9284
O  -8.4493  -1.2815  -1.1821
C  -8.7301  -1.9899  -2.3902
C  -9.5575  -3.2637  -2.1680
F  -9.0084  -4.0717  -1.2286
F  -9.6435  -3.9963  -3.3095
F  -7.5608  -2.2222  -3.0368
F  -9.4237  -1.1270  -3.1800
H  -7.0061  -0.4721  -0.0518
H  -6.4011  -1.0259  -1.5776
H  -5.0086  -3.2494  -1.3107
H  -10.5721  -3.0159  -1.8421
C  7.5659  7.8551  0.7702
C  8.1792  6.4502  0.8621
C  7.4565  5.3669  0.0672
F  6.1583  5.2343  0.4158
F  8.0320  4.1525  0.2787
F  8.3043  6.1091  2.1752
F  9.4629  6.5362  0.3862
O  6.6570  8.2320  1.8088
C  5.3217  7.7479  1.6574
C  4.9448  6.6756  2.6893
F  5.8447  5.6629  2.7249
F  3.7411  6.1167  2.3963
F  5.1544  7.3346  0.3766
F  4.5102  8.8291  1.8055
H  8.3989  8.5618  0.8748
H  7.1568  8.0647  -0.2256
H  7.5045  5.5697  -1.0057
H  4.8878  7.1060  3.6935

Computed properties:
Charge ... -1
Energy ... -5429.96557 Eh
Molar mass ... 1101.66 u
2S+1 ... 1
Frontier orbital gap ... 5.10 eV

These are the Löwdin partial charges, in e, on atoms 1 to 6: atom 1 (C): -0.11, atom 2 (B): -0.62, atom 3 (O): -0.14, atom 4 (P): 0.10, atom 5 (Cl): 0.14, atom 6 (C): -0.37